Entry 1:
# C30H43BrCuN2P2S

C30H43BrCuN2P2S as an isolated structure in a non-equilibrium geometry (ωB97M-V/def2-TZVPD, OMol25).

Structure (XYZ):
```
80
Properties=species:S:1:pos:R:3:mulliken_charge:R:1
C -4.944 2.861 0.138 -0.390
C -3.776 2.893 -0.647 -0.039
C -3.392 4.146 -1.167 -0.244
C -3.864 5.299 -0.502 -0.301
N -4.773 5.212 0.477 -0.549
C -5.358 4.046 0.772 -0.328
C -2.986 1.682 -0.784 0.309
C -2.558 0.562 -1.056 -0.389
C -1.847 -0.551 -1.611 0.083
C -0.939 -1.466 -0.959 1.906
C -0.053 -2.251 -1.742 -1.139
C -0.101 -2.051 -3.118 -0.864
C -1.258 -1.550 -3.740 -0.718
C -2.118 -0.797 -2.939 -0.813
Cu 1.135 -1.157 -0.345 -0.001
P 0.353 0.597 1.215 0.909
H -2.706 4.220 -2.011 0.454
H -5.446 1.912 0.325 0.443
H -3.459 6.294 -0.756 0.358
H -6.145 4.005 1.542 0.352
H -2.965 -0.248 -3.339 0.578
H -1.312 -1.829 -0.018 0.568
H -1.515 -1.637 -4.799 0.464
H 0.626 -3.023 -1.363 0.656
C 1.623 0.635 2.584 -0.866
C 1.737 1.832 3.527 -1.350
H 2.589 0.476 2.076 0.567
H 1.432 -0.278 3.170 0.579
H 2.595 1.659 4.195 0.450
H 1.913 2.776 2.998 0.251
H 0.857 1.959 4.169 0.288
C 0.229 2.376 0.654 0.309
C -0.647 3.368 1.437 -1.557
H -0.161 2.299 -0.378 0.203
H 1.256 2.777 0.590 0.438
H -0.532 4.369 0.984 0.446
H -1.715 3.098 1.365 0.276
H -0.351 3.447 2.496 0.243
C -1.275 0.404 2.071 0.289
C -1.447 0.967 3.474 -1.767
H -1.476 -0.668 2.115 0.468
H -2.022 0.801 1.376 -0.201
H -2.409 0.635 3.878 0.471
H -0.669 0.616 4.152 0.384
H -1.455 2.057 3.498 0.301
Br 1.476 -2.459 -4.108 -0.049
P 2.639 0.382 -1.573 0.433
C 3.358 1.845 -0.721 -0.292
C 4.828 2.160 -0.947 -1.496
H 3.180 1.685 0.353 0.152
H 2.755 2.718 -0.999 0.468
H 5.126 2.980 -0.287 0.451
H 5.468 1.307 -0.719 0.304
H 5.040 2.485 -1.967 0.294
C 3.984 -0.791 -1.982 -0.518
C 4.740 -0.651 -3.294 -1.432
H 3.486 -1.774 -1.926 0.458
H 4.668 -0.741 -1.127 0.555
H 5.380 -1.536 -3.398 0.419
H 4.060 -0.622 -4.153 0.315
H 5.393 0.230 -3.291 0.301
C 1.849 1.123 -3.070 -0.117
C 2.622 2.206 -3.821 -1.369
H 0.895 1.545 -2.717 0.234
H 1.582 0.288 -3.736 0.226
H 2.065 2.503 -4.719 0.429
H 2.755 3.107 -3.213 0.338
H 3.606 1.863 -4.156 0.272
S 1.750 -3.200 0.968 -0.507
C 0.341 -3.927 1.555 0.140
N 0.319 -5.245 2.016 -0.013
C -0.835 -5.998 1.995 -0.246
C -2.028 -5.398 1.649 -0.757
C -2.077 -4.002 1.531 -0.179
C -0.892 -3.278 1.637 0.773
H 1.214 -5.686 2.226 0.309
H -0.744 -7.067 2.200 0.418
H -2.908 -5.998 1.478 0.420
H -3.032 -3.484 1.366 0.414
H -0.896 -2.192 1.676 -0.676
```

Molecular weight in u: 669.2
LUMO (spin up / spin down) in eV: -5.74 / -8.58
Highest occupied orbital energy (spin up / spin down) in eV: -13.761 / -13.760
Expectation value of S²: 0.758
Spin multiplicity: 2
Net charge: +2

---

Entry 2:
# C30H43CuN7O6S2

C30H43CuN7O6S2 as an isolated structure (ωB97M-V/def2-TZVPD, OMol25).

Structure (XYZ):
```
89
Properties=species:S:1:pos:R:3:mulliken_charge:R:1
Cu 0.298 0.187 0.138 -0.881
O -7.577 1.127 0.222 -0.448
C -6.581 0.319 -0.168 0.633
O -6.807 -0.688 -0.767 -0.503
C -5.161 0.713 0.173 0.753
C -4.159 0.039 -0.512 -0.971
C -2.835 0.304 -0.229 0.339
C -2.485 1.239 0.739 1.448
C -3.484 1.913 1.429 -1.021
C -4.813 1.648 1.141 -1.300
N -1.086 1.429 0.968 0.533
C -0.603 2.276 1.782 0.419
C 0.856 2.405 1.935 0.012
C 1.403 3.369 2.756 -0.671
C 2.789 3.471 2.836 -0.562
C 3.564 2.606 2.086 -0.823
C 2.930 1.664 1.284 0.012
N 1.605 1.553 1.217 -0.047
H -7.273 1.944 0.631 0.296
H -4.446 -0.692 -1.256 0.496
H -2.046 -0.229 -0.754 -0.236
H -3.253 2.642 2.196 0.327
H -5.570 2.173 1.712 0.228
H -1.230 2.934 2.377 0.311
H 0.758 4.041 3.311 0.511
H 3.250 4.221 3.467 0.480
H 4.645 2.660 2.106 0.468
H 3.516 0.988 0.672 0.503
C 0.290 0.288 7.293 -1.142
C -0.207 -0.990 6.615 -0.247
C -1.029 -0.733 5.351 -0.703
C -0.291 0.050 4.272 -0.635
N 0.950 -0.627 3.858 0.113
C 1.102 -1.455 2.826 0.570
S -0.136 -1.608 1.604 -0.203
N 2.226 -2.167 2.769 -0.232
C 2.506 -3.342 1.914 -0.673
C 2.267 -4.657 2.647 -0.628
C 3.257 -4.979 3.771 -0.599
C 3.056 -4.203 5.079 -1.051
H 0.725 0.066 8.267 0.401
H -0.535 0.989 7.452 0.288
H 1.059 0.803 6.707 0.243
H -0.836 -1.544 7.311 0.414
H 0.640 -1.650 6.392 0.014
H -1.925 -0.164 5.612 0.425
H -1.363 -1.683 4.923 0.292
H -0.014 1.041 4.633 0.474
H -0.923 0.160 3.396 -0.018
H 1.648 -0.692 4.589 0.394
H 2.831 -2.106 3.577 0.082
H 3.544 -3.272 1.584 0.417
H 1.860 -3.281 1.047 0.376
H 2.318 -5.449 1.897 0.414
H 1.243 -4.655 3.037 0.238
H 4.279 -4.839 3.407 0.270
H 3.157 -6.042 3.993 0.381
H 3.494 -3.197 5.058 0.325
H 3.546 -4.716 5.905 0.433
H 1.994 -4.118 5.330 0.223
C 2.974 -0.507 -9.436 -1.242
C 3.012 -0.113 -7.962 -0.406
S 2.481 -1.493 -6.983 1.208
O 1.035 -1.506 -6.935 -0.663
O 3.202 -2.676 -7.365 -0.664
C 2.996 -1.081 -5.312 -0.523
C 2.353 -2.144 -4.423 -1.661
N 2.207 -1.702 -3.023 0.290
C 1.079 -1.180 -2.523 1.521
N 1.253 -0.865 -1.236 -0.072
C 2.545 -1.187 -0.908 -0.307
C 3.137 -1.703 -2.002 -0.633
N 4.501 -2.175 -2.078 1.026
O 5.091 -2.233 -1.016 -0.609
O 4.951 -2.454 -3.167 -0.590
C -0.200 -1.095 -3.280 -1.255
H 3.254 0.352 -10.043 0.373
H 1.973 -0.821 -9.734 0.367
H 3.669 -1.319 -9.641 0.363
H 2.315 0.691 -7.723 0.359
H 4.021 0.136 -7.623 0.374
H 2.615 -0.079 -5.102 0.468
H 4.083 -1.109 -5.262 0.531
H 2.936 -3.056 -4.446 0.261
H 1.355 -2.365 -4.791 0.670
H 2.953 -1.089 0.083 1.045
H -0.490 -2.083 -3.641 0.444
H -0.123 -0.442 -4.151 0.371
H -0.989 -0.728 -2.627 -0.012
```

Molecular weight in u: 725.4
Relative energy (zero: lowest compared OMol25 entry of this formula, charge and spin) in kcal/mol: 9.3
LUMO (spin up / spin down) in eV: -6.78 / -8.22
Highest occupied orbital energy (spin up / spin down) in eV: -14.518 / -14.519
Expectation value of S²: 0.756
Spin multiplicity: 2
Net charge: +2